[1]
{
  "formula": "C23H20N7O2SeTc",
  "method": "the ωB97M-V functional and the def2-TZVPD basis",
  "species": ["Tc", "Se", "O", "O", "N", "N", "N", "N", "N", "N", "N", "C", "C", "C", "C", "C", "C", "C", "C", "C", "C", "C", "C", "C", "C", "C", "C", "C", "C", "C", "C", "C", "C", "C", "H", "H", "H", "H", "H", "H", "H", "H", "H", "H", "H", "H", "H", "H", "H", "H", "H", "H", "H", "H"],
  "positions_angstrom": [[0.4887, -0.4154, -0.0972], [-1.8417, -1.3107, -0.5520], [-0.5758, 2.9530, -2.1363], [3.8445, -0.3690, 2.2053], [0.3357, -0.7060, 1.9768], [2.2178, 0.2806, 0.6781], [0.5232, 1.5187, -0.6693], [0.5218, -3.3799, 1.1366], [1.1970, -2.6558, 0.1016], [-5.6185, 1.1464, 0.6640], [0.4442, -0.4105, -2.2651], [1.6735, -1.5849, 3.7644], [-4.4497, 1.7447, 0.5663], [0.6219, -1.4207, -3.1137], [3.1813, 4.0939, -0.5986], [-3.3780, -0.2807, -0.0568], [3.9021, 2.1007, 0.5610], [-0.1874, 1.8554, -1.8163], [4.1522, 3.3791, 0.1013], [-0.7017, -1.6733, 3.8947], [-4.6213, -0.9047, 0.0108], [0.5348, -1.9911, 4.4404], [1.9388, 3.5464, -0.8470], [2.6993, -0.3396, 1.8078], [2.6600, 1.5226, 0.3006], [-3.2851, 1.0782, 0.2098], [-0.8650, 0.7005, -3.9505], [0.0646, -1.4486, -4.3801], [-0.7248, -0.3860, -4.7968], [-5.7143, -0.1386, 0.3842], [1.5375, -0.9351, 2.5466], [-0.7530, -1.0367, 2.6683], [-0.2574, 0.6587, -2.7067], [1.6625, 2.2511, -0.4087], [-4.4314, 2.8005, 0.7978], [-2.3405, 1.5994, 0.1521], [-0.4614, -3.4766, 0.8840], [1.2436, -2.2381, -2.7753], [0.9242, -4.3053, 1.2786], [2.6633, -1.7705, 4.1534], [1.1907, -3.1543, -0.7986], [-4.7299, -1.9575, -0.2064], [2.1739, -2.5668, 0.3948], [-1.4354, 1.5713, -4.2276], [0.6148, -2.5301, 5.3734], [3.4033, 5.0870, -0.9560], [-6.6976, -0.5791, 0.4775], [4.6598, 1.5384, 1.0860], [5.1167, 3.8262, 0.2799], [0.2345, -2.2956, -5.0238], [-1.6224, -1.9137, 4.3981], [1.1844, 4.1094, -1.3725], [-1.7100, -0.7911, 2.2229], [-1.2063, -0.3967, -5.7627]],
  "forces_ev_per_a": [[-0.3, 0.4, -0.7], [-0.1, -0.5, 0.1], [0.0, -0.7, 0.2], [-0.7, 0.0, -0.2], [0.1, -0.1, 0.9], [-0.2, 0.0, -0.9], [0.6, -0.6, 0.9], [-0.2, -0.4, 0.1], [0.0, 0.4, -0.4], [-0.8, 0.6, 0.2], [-0.2, 0.3, -0.6], [0.2, 0.2, -0.5], [0.5, 0.0, 0.0], [0.1, -0.1, 0.1], [-0.5, -0.1, -0.1], [0.3, 0.1, 0.0], [0.3, 0.2, 0.2], [-0.5, 0.5, -0.6], [0.1, -0.4, 0.2], [0.4, 0.0, 0.2], [0.2, -0.1, 0.0], [-0.3, 0.1, -0.2], [0.2, 0.4, -0.2], [0.7, -0.4, 0.6], [-0.4, 0.5, -0.1], [-0.1, -0.1, 0.1], [0.1, 0.1, 0.5], [-0.2, 0.2, -0.1], [0.2, -0.3, 0.2], [0.3, -0.3, -0.1], [-0.2, -0.2, 0.7], [-0.4, 0.1, -0.1], [0.1, -0.3, -0.7], [0.5, -0.1, 0.2], [0.0, 0.1, 0.0], [0.0, 0.1, 0.0], [0.2, 0.2, 0.0], [0.0, -0.1, 0.1], [0.0, 0.2, -0.3], [0.1, 0.1, 0.0], [0.0, 0.1, 0.4], [0.0, 0.0, 0.0], [-0.3, -0.1, -0.2], [0.0, 0.2, 0.0], [0.0, 0.0, 0.1], [0.0, 0.1, 0.0], [-0.1, -0.1, 0.0], [0.0, 0.0, 0.0], [0.1, 0.0, 0.0], [0.1, -0.1, 0.0], [-0.1, 0.0, 0.1], [0.0, 0.0, 0.0], [0.1, -0.1, -0.1], [0.0, 0.0, -0.1]],
  "lowdin_charge": [1.252, 0.722, 0.145, 0.133, -0.070, -0.039, -0.027, -0.018, -0.106, 0.061, -0.090, 0.025, -0.141, -0.125, -0.047, -0.626, 0.007, -0.425, -0.047, -0.014, -0.115, -0.014, 0.007, -0.425, -0.189, -0.112, 0.040, -0.017, -0.005, -0.140, -0.202, -0.129, -0.218, -0.185, 0.111, 0.083, 0.046, 0.106, 0.100, 0.131, 0.091, 0.096, 0.103, 0.134, 0.122, 0.115, 0.111, 0.112, 0.114, 0.119, 0.120, 0.111, 0.086, 0.125],
  "s2": 1.245,
  "relative_energy_kj_mol": 129.76,
  "charge": 1,
  "multiplicity": 2,
  "e_homo_ev": [-10.53, -10.62]
}

[2]
{
  "formula": "C23H20N8PdS",
  "method": "the ωB97M-V functional and the def2-TZVPD basis",
  "species": ["Pd", "S", "N", "N", "N", "N", "N", "N", "N", "N", "C", "C", "C", "C", "C", "C", "C", "C", "C", "C", "C", "C", "C", "C", "C", "C", "C", "C", "C", "C", "C", "C", "C", "H", "H", "H", "H", "H", "H", "H", "H", "H", "H", "H", "H", "H", "H", "H", "H", "H", "H", "H", "H"],
  "positions_angstrom": [[0.6170, -0.0132, -0.5799], [-1.2132, -1.8602, -0.4235], [-1.1361, 1.4224, -0.6623], [3.1928, -0.4241, 0.6368], [1.0208, -0.0129, 1.4169], [2.5237, -0.3676, -0.5569], [0.5906, -0.0150, 3.6929], [-3.8274, -1.9444, -0.7943], [0.9633, -0.1235, -2.5841], [-3.1757, 0.1390, -0.7163], [-2.7334, -1.1712, -0.6447], [-4.9499, -1.1670, -0.9750], [1.9397, -0.1640, 4.0384], [3.6731, -0.3580, 5.6581], [2.7089, -0.5936, -4.1512], [4.6178, -0.4687, 4.6340], [3.1275, -0.4915, -1.6803], [1.7887, -0.5179, -5.1904], [0.2000, 0.0556, 2.4327], [-3.8045, -3.4009, -0.7825], [2.3324, -0.2061, 5.3702], [-4.5674, 0.1117, -0.9329], [-3.2302, 2.5415, -0.5058], [-2.6110, 3.7711, -0.4840], [2.2686, -0.3933, -2.8580], [2.8678, -0.2740, 3.0021], [0.0852, -0.0663, -3.5787], [-0.5496, 2.6400, -0.6512], [0.4627, -0.2531, -4.9006], [4.2225, -0.4300, 3.3161], [-1.2279, 3.8306, -0.5758], [-2.4705, 1.3725, -0.6215], [2.3886, -0.2406, 1.6339], [2.1079, -0.6729, -6.2116], [-0.1037, 0.0321, 4.4247], [4.9399, -0.5190, 2.5131], [-4.8210, -3.7541, -0.9285], [-0.8572, 0.1710, 2.2340], [-4.3015, 2.5109, -0.4160], [1.5998, -0.1220, 6.1628], [-0.9405, 0.1328, -3.3001], [-3.4195, -3.7574, 0.1704], [3.7513, -0.8082, -4.3399], [5.6634, -0.5872, 4.8803], [-3.1639, -3.7667, -1.5822], [4.1967, -0.6605, -1.7248], [-3.2056, 4.6700, -0.3958], [-0.2822, -0.1931, -5.6806], [-0.6886, 4.7660, -0.5749], [0.5309, 2.6333, -0.7029], [-5.9244, -1.5945, -1.1295], [3.9946, -0.3913, 6.6899], [-5.1712, 0.9838, -1.0704]],
  "forces_ev_per_a": [[0.3, -0.2, -0.1], [-0.1, 0.0, 0.1], [-0.2, 0.0, -0.1], [-0.1, 0.0, -0.1], [-0.1, 0.0, 0.0], [0.1, 0.3, 0.1], [0.0, 0.0, 0.0], [0.0, 0.0, 0.0], [0.0, -0.1, 0.0], [0.0, -0.1, -0.1], [0.0, 0.0, 0.0], [0.0, 0.0, 0.0], [0.0, 0.0, 0.0], [0.0, 0.0, 0.0], [0.0, 0.0, 0.0], [0.0, 0.0, 0.0], [0.0, 0.0, -0.1], [0.0, 0.0, 0.0], [0.0, 0.0, 0.0], [0.0, 0.0, 0.0], [0.0, 0.0, 0.0], [-0.1, 0.0, 0.0], [0.0, 0.0, 0.1], [0.1, 0.0, 0.0], [0.0, 0.0, 0.1], [0.0, 0.0, 0.0], [0.0, 0.0, 0.0], [0.1, 0.0, 0.0], [0.0, 0.0, 0.0], [0.0, 0.0, 0.0], [-0.1, 0.0, 0.0], [0.0, 0.1, 0.1], [0.0, 0.0, 0.0], [0.0, 0.0, 0.0], [0.0, 0.0, 0.0], [0.0, 0.0, 0.0], [0.0, 0.0, 0.0], [0.0, 0.0, 0.0], [0.0, 0.0, 0.0], [0.0, 0.0, 0.0], [0.0, 0.0, 0.0], [0.0, 0.0, 0.0], [0.0, 0.0, 0.0], [0.0, 0.0, 0.0], [0.0, 0.0, 0.0], [0.0, 0.0, 0.0], [0.0, 0.0, 0.0], [0.0, 0.0, 0.0], [0.0, 0.0, 0.0], [0.0, 0.0, 0.0], [0.0, 0.0, 0.0], [0.0, 0.0, 0.0], [0.0, 0.0, 0.0]],
  "lowdin_charge": [0.862, 0.672, 0.025, 0.119, -0.006, -0.141, 0.154, -0.126, -0.030, 0.027, -0.694, -0.011, -0.157, -0.023, 0.025, -0.029, 0.001, -0.004, -0.109, -0.024, 0.010, -0.021, 0.016, -0.013, -0.224, -0.084, -0.087, -0.126, -0.007, 0.013, -0.028, -0.223, -0.242, 0.131, 0.177, 0.123, 0.101, 0.142, 0.107, 0.127, 0.115, 0.093, 0.134, 0.123, 0.093, 0.152, 0.131, 0.125, 0.124, 0.102, 0.142, 0.125, 0.117],
  "charge": 2,
  "e_homo_ev": -13.35
}

[3]
{
  "formula": "C23H21AsBrN6ReS4",
  "method": "the ωB97M-V functional and the def2-TZVPD basis",
  "species": ["Re", "Br", "As", "S", "S", "S", "S", "N", "N", "N", "N", "N", "N", "C", "C", "C", "C", "C", "C", "C", "C", "C", "C", "C", "C", "C", "C", "C", "C", "C", "C", "C", "C", "C", "C", "C", "H", "H", "H", "H", "H", "H", "H", "H", "H", "H", "H", "H", "H", "H", "H", "H", "H", "H", "H", "H", "H"],
  "positions_angstrom": [[0.3603, 0.4919, 0.3825], [0.4810, -1.4132, -1.4381], [-2.6761, -1.9061, -0.6082], [-0.2403, 3.5949, 3.8090], [-0.8988, -0.7798, 2.0455], [1.9200, -0.6032, 1.7802], [-3.6204, 2.0814, -1.4699], [1.9468, 2.2767, 2.9896], [-1.4691, 0.8805, -2.6869], [0.0107, 2.1428, 1.6879], [-1.7136, -2.1441, 5.0526], [-1.3120, 1.6471, -0.4608], [2.8231, -2.3310, 5.1481], [-1.5630, 3.3914, 2.7534], [0.6740, 2.5974, 2.7562], [3.8166, 0.7767, -2.4504], [2.2742, -0.9690, -1.9490], [1.8043, -1.9825, 4.7285], [-3.3205, 2.6527, 0.1173], [-1.2681, 2.6471, 1.6606], [2.4774, 2.5334, -0.7206], [-2.0270, 2.3659, 0.4578], [4.2107, 2.0900, -2.3389], [3.5862, 2.9747, -1.4890], [2.9259, -1.9431, -2.6323], [4.4781, -0.2313, -3.2514], [0.5722, -1.0941, 2.8039], [-0.6711, -1.9294, 4.6448], [-1.8258, -3.6197, -0.2511], [-2.0399, 1.4559, -1.5886], [0.6021, -1.5957, 4.0813], [-3.6369, -2.4327, -2.2580], [1.9303, 1.2743, -0.8365], [2.6632, 0.3727, -1.6720], [4.0460, -1.5047, -3.2823], [-4.2596, -2.1166, 0.5823], [2.3011, 2.5368, 3.8923], [2.2375, 1.3628, 2.7102], [-4.9762, -1.3413, 0.4565], [-4.3683, -1.7031, -2.5377], [-1.6676, -3.7013, 0.8170], [-2.5014, 3.8888, 2.9169], [-4.0473, 3.2923, 0.6734], [5.3784, -0.0570, -3.7872], [2.6159, -2.9607, -2.6897], [-0.9728, -3.8256, -0.8448], [2.0347, 3.1716, 0.0170], [-2.8440, -2.5740, -3.0050], [4.6967, -2.1929, -3.8382], [-4.1608, -3.4154, -2.0423], [-3.9176, -2.1153, 1.6540], [5.0386, 2.3891, -2.9507], [-0.6074, 0.3178, -2.5527], [3.9669, 3.9905, -1.3903], [-4.7442, -3.1000, 0.3849], [-1.9802, 0.8115, -3.5648], [-2.5431, -4.4260, -0.4163]],
  "forces_ev_per_a": [[-0.4, 1.0, 0.0], [0.0, 0.0, 1.0], [-1.2, 0.1, 0.0], [0.1, -0.3, -0.3], [-1.3, 0.3, -1.1], [0.1, -0.4, 0.1], [-0.3, -0.1, -0.5], [0.2, 0.8, 0.8], [-0.4, 0.1, 0.5], [1.1, -0.1, 0.2], [-1.2, -0.3, 0.5], [-0.5, -1.0, -1.5], [-0.6, 0.3, -0.1], [-1.1, 0.2, -1.0], [0.2, -0.7, -0.5], [-1.0, -2.1, 0.4], [-0.7, 0.1, 0.6], [0.9, -0.3, 0.1], [0.5, 0.9, 1.0], [-0.5, 0.8, 1.0], [0.2, 0.2, -0.2], [-1.3, 0.0, 0.6], [0.4, 1.3, 0.1], [-0.2, -0.4, 0.2], [-0.7, 0.7, 0.6], [-0.6, 1.3, 1.0], [0.9, -0.2, 1.1], [1.3, 0.4, -0.1], [-1.6, -0.5, 0.7], [1.9, -0.4, 0.0], [-0.1, -0.2, -0.8], [0.5, -1.6, 0.8], [0.4, -1.0, 0.1], [0.5, -0.6, -1.7], [2.3, -1.0, -1.3], [1.2, -1.4, 1.1], [0.2, 0.2, 0.2], [0.3, -0.7, -0.5], [-0.5, 0.7, -0.3], [-0.3, 0.5, -0.3], [0.7, 0.2, 0.2], [0.0, 0.1, 0.1], [0.8, -0.9, -0.7], [0.6, 0.8, -0.3], [-0.4, -0.4, 0.0], [0.9, 0.0, -0.3], [-0.1, 0.7, 0.1], [-0.6, 0.0, -0.1], [-0.6, 0.0, 0.2], [0.6, 1.1, -0.4], [-0.3, 0.0, -1.0], [0.4, 0.4, -0.1], [-1.1, 0.8, -0.3], [-0.2, -0.2, 0.0], [0.4, 0.7, 0.1], [0.3, -0.1, 0.6], [-0.1, 0.1, -0.4]],
  "lowdin_charge": [1.030, 0.914, 0.939, 1.160, 0.592, 0.646, 1.106, 0.124, 0.103, -0.108, 0.186, -0.081, 0.180, -0.319, -0.656, -0.139, -0.510, -0.210, -0.311, -0.341, -0.103, -0.351, -0.030, -0.035, -0.112, 0.003, -1.038, -0.260, -0.351, -0.689, -0.343, -0.324, -0.305, -0.228, -0.093, -0.306, 0.114, -0.018, -0.001, 0.002, 0.020, 0.090, 0.111, 0.114, 0.113, -0.025, 0.079, 0.013, 0.131, 0.049, 0.031, 0.120, 0.007, 0.116, 0.040, 0.121, 0.034],
  "s2": 3.790,
  "relative_energy_kj_mol": 0.00,
  "charge": 1,
  "multiplicity": 4,
  "e_homo_ev": [-10.84, -10.94]
}

[4]
{
  "formula": "C23H21BIrN11O6S",
  "method": "the ωB97M-V functional and the def2-TZVPD basis",
  "species": ["Ir", "S", "O", "O", "O", "O", "O", "O", "N", "N", "N", "N", "N", "N", "N", "N", "N", "N", "N", "C", "C", "C", "C", "C", "C", "C", "C", "C", "C", "C", "C", "C", "C", "C", "C", "C", "C", "C", "C", "C", "C", "C", "B", "H", "H", "H", "H", "H", "H", "H", "H", "H", "H", "H", "H", "H", "H", "H", "H", "H", "H", "H", "H", "H"],
  "positions_angstrom": [[-0.3293, 0.1806, 0.9822], [1.7004, 1.4403, 0.8524], [-0.4499, 1.7177, -2.0219], [2.0148, -3.8277, -3.4114], [2.5643, -3.6206, -5.4857], [-0.0754, -0.2652, -1.0180], [0.9182, 2.2189, -6.6538], [1.8515, 0.5912, -7.7174], [-0.6335, 0.6570, 2.9549], [0.6598, 5.1917, 0.4728], [-1.8874, -1.0446, 0.8987], [-0.3103, 3.2376, 0.6247], [-1.7130, 0.2839, 3.6693], [1.5710, 4.1849, 0.6466], [-1.2370, 2.2063, 0.4557], [2.1368, -3.1946, -4.4399], [3.9976, -5.6365, 2.4392], [1.3466, 1.0885, -6.7377], [-2.7504, -1.3456, 1.8930], [-3.2026, -2.6974, 0.1807], [-2.1619, -1.8769, -0.1517], [2.6845, -2.8718, 0.7474], [-1.6851, 0.9026, 4.8533], [3.3442, -4.7190, 2.2162], [1.2389, 0.2384, -5.5295], [1.0416, -1.3280, -3.2776], [0.0702, 1.5199, 3.7063], [-0.5605, 1.7042, 4.9244], [0.8005, -2.0415, 2.6222], [1.7270, -1.0530, -5.5856], [1.6139, -1.8105, -4.4372], [-3.5422, -2.3266, 1.4883], [0.6607, 0.7706, -4.3954], [0.9289, -1.3606, 1.4075], [-1.8085, 5.2428, 0.2445], [1.5806, -3.1530, 2.8804], [1.8959, -1.7650, 0.4870], [2.5246, -3.5704, 1.9420], [-0.0434, 0.5541, -2.0196], [1.0086, 2.9844, 0.7145], [0.5656, -0.0239, -3.2593], [-0.4890, 4.6013, 0.4358], [-2.8447, -0.7553, 3.3507], [2.0356, -1.2258, -0.4389], [3.4234, -3.1969, 0.0276], [-4.2998, -2.7135, 2.1502], [-0.2379, 2.3185, 5.7455], [-2.0844, 2.4299, 0.9714], [-2.7283, -1.6821, 4.1076], [1.4663, -3.6975, 3.8077], [0.0751, -1.7341, 3.3629], [0.2916, 1.7854, -4.3946], [-1.5725, -1.8141, -1.0463], [0.9748, -1.9677, -2.4109], [2.1779, -1.4479, -6.4838], [-3.9042, -0.1975, 3.4580], [-2.4656, 0.7160, 5.5720], [-2.4543, 5.0776, 1.1083], [2.5552, 4.3988, 0.6806], [-1.3594, 2.1030, -0.5778], [-3.6585, -3.4644, -0.4192], [-1.6594, 6.3115, 0.1190], [1.0036, 1.9224, 3.3572], [-2.3022, 4.8496, -0.6455]],
  "forces_ev_per_a": [[0.7, -0.7, -0.4], [0.1, 0.1, 0.0], [-0.1, -0.1, 0.2], [0.2, 0.0, 0.1], [0.3, 0.0, 0.0], [0.2, 0.1, 0.0], [0.0, 0.0, 0.0], [0.0, 0.0, 0.0], [0.0, 0.0, -0.1], [0.0, 0.0, 0.0], [-0.3, 0.1, -0.2], [0.0, 0.1, -0.1], [-0.1, 0.0, 0.0], [0.0, 0.0, 0.0], [-0.3, 0.0, 0.0], [-0.7, -0.2, -0.2], [0.0, 0.0, 0.0], [0.0, 0.0, 0.0], [0.1, 0.0, 0.1], [-0.1, 0.0, 0.1], [0.0, 0.1, 0.1], [0.0, 0.1, -0.1], [0.0, 0.0, 0.0], [0.0, 0.0, 0.0], [0.0, 0.0, 0.0], [0.0, 0.0, 0.0], [0.1, -0.1, 0.1], [0.0, 0.0, 0.0], [0.0, -0.1, 0.1], [0.0, 0.0, 0.0], [0.2, 0.1, 0.0], [0.0, 0.0, -0.1], [0.0, 0.0, 0.0], [-0.5, 0.6, 0.3], [0.0, 0.0, 0.0], [0.0, 0.0, 0.0], [0.2, -0.1, -0.1], [0.0, 0.0, 0.0], [0.1, 0.1, 0.1], [0.1, 0.0, 0.0], [-0.1, -0.1, 0.0], [0.0, 0.0, 0.0], [0.0, 0.0, -0.1], [0.0, 0.0, 0.0], [0.0, 0.0, 0.0], [0.0, 0.0, 0.0], [0.0, 0.0, 0.0], [0.0, 0.0, 0.0], [0.0, 0.0, 0.0], [0.0, 0.0, 0.0], [0.0, 0.0, 0.0], [0.0, 0.0, 0.0], [0.0, 0.0, 0.0], [0.0, 0.0, 0.0], [0.0, 0.0, 0.0], [0.0, 0.0, 0.0], [0.0, 0.0, 0.0], [0.0, 0.0, 0.0], [0.0, 0.0, 0.0], [0.0, -0.1, 0.1], [0.0, 0.0, 0.0], [0.0, 0.0, 0.0], [0.0, 0.0, 0.0], [0.0, 0.0, 0.0]],
  "lowdin_charge": [1.358, 0.803, 0.031, 0.086, 0.116, -0.248, 0.098, 0.110, -0.157, 0.164, -0.137, -0.060, -0.062, 0.075, 0.039, -0.347, 0.187, -0.348, -0.046, 0.000, -0.081, 0.002, -0.062, -0.162, -0.093, 0.075, -0.145, -0.023, -0.066, 0.105, -0.097, -0.030, 0.090, -0.316, 0.020, -0.003, -0.108, -0.204, -0.536, -0.666, -0.083, -0.294, -0.371, 0.083, 0.131, 0.145, 0.109, 0.137, 0.079, 0.130, 0.098, 0.136, 0.110, 0.120, 0.141, 0.076, 0.138, 0.096, 0.176, 0.094, 0.115, 0.100, 0.073, 0.097],
  "s2": 0.764,
  "relative_energy_kj_mol": 0.00,
  "charge": 1,
  "multiplicity": 2,
  "e_homo_ev": [-12.28, -12.14]
}

no.,electronic energy (eV)
1,-106240.4802
2,-50399.0548
3,-209477.9186
4,-67207.7280